1.
A cluster of 3 separate species, C19H28N2O7 in total in a non-equilibrium geometry. Source: OMol25; level of theory: wB97M-V/def2-TZVPD.

Structure (ORCA input):
```
! wB97M-V def2-TZVPD RIJCOSX def2/J DEFGRID3
* xyz 0 1
C 2.128 -3.664 2.133
C 1.345 -2.661 1.429
C 1.776 -1.087 1.400
C 2.328 -0.699 -0.054
C 3.063 -1.010 2.399
N 4.027 -0.749 3.095
C 0.667 -0.098 2.023
C 1.357 1.078 2.894
N 1.983 2.022 3.302
C -0.404 0.514 0.996
C -1.928 0.028 1.245
O -2.825 0.858 1.595
O -2.322 -1.360 1.026
C -2.230 -2.098 2.270
C -1.903 -3.667 2.163
O -2.376 -1.467 3.351
H 2.376 -3.593 3.261
H 2.575 -4.583 1.584
H 0.411 -3.043 0.865
H 2.700 0.395 -0.010
H 3.181 -1.374 -0.416
H 1.468 -0.804 -0.830
H 0.063 -0.723 2.796
H -0.190 0.355 -0.115
H -0.412 1.664 1.166
H -2.824 -4.290 2.437
H -1.643 -3.879 1.059
H -1.003 -3.879 2.839
O 3.101 1.972 -3.286
C 4.268 1.650 -3.352
O 4.815 0.884 -2.390
C 6.124 0.297 -2.462
C 7.185 1.275 -2.000
C 5.146 2.173 -4.456
H 6.322 -0.099 -3.462
H 6.112 -0.563 -1.788
H 7.222 2.161 -2.638
H 8.170 0.805 -2.005
H 6.966 1.624 -0.987
H 5.498 3.172 -4.190
H 4.553 2.230 -5.371
H 5.996 1.534 -4.683
O -7.582 0.733 -2.752
C -7.177 1.156 -1.691
O -6.030 0.688 -1.167
C -5.373 1.248 -0.018
C -5.950 0.685 1.265
C -7.992 2.141 -0.897
H -5.395 2.341 -0.046
H -4.323 0.960 -0.094
H -7.007 0.936 1.375
H -5.411 1.071 2.132
H -5.883 -0.406 1.266
H -8.749 1.601 -0.326
H -8.484 2.823 -1.594
H -7.402 2.763 -0.227
*
```

LUMO = -0.026 Eh
total energy = -37462.9834 eV
energy relative to the best compared isomer or geometry (same formula, charge and spin) = 772.6 kJ/mol
frontier orbital gap = 8.68 eV

natural (NBO) atomic charge list, values in e, 6 entries: number 1, C, carries -0.3860; number 2, C, carries -0.2203; number 3, C, carries -0.1250; number 4, C, carries -0.6208; number 5, C, carries 0.2619; number 6, N, carries -0.3067


2.
A structure of composition C22H38O3P2SSn in a non-equilibrium geometry. Source: OMol25; level of theory: wB97M-V/def2-TZVPD.

Structure (ORCA input):
```
! wB97M-V def2-TZVPD RIJCOSX def2/J DEFGRID3
* xyz 2 1
P 0.758 -1.519 -3.889
P 0.353 1.904 -3.639
C 0.384 -0.329 -5.253
C 1.165 0.938 -5.099
H -1.179 0.061 -5.264
H 0.501 -0.796 -6.240
H 2.235 0.796 -4.896
H 1.070 1.563 -5.994
C -0.104 3.234 -4.901
H -0.621 4.051 -4.380
H -0.734 2.901 -5.737
H 0.836 3.610 -5.321
C 1.422 3.154 -2.756
H 1.163 4.137 -3.165
H 2.496 2.998 -2.879
H 1.206 3.160 -1.684
C 0.125 -2.913 -5.031
H -0.104 -3.815 -4.445
H 0.923 -3.144 -5.754
H -0.783 -2.655 -5.600
C 2.496 -2.221 -3.828
H 3.267 -1.443 -3.918
H 2.590 -2.968 -4.636
H 2.580 -2.734 -2.849
Sn 2.462 0.154 -1.883
C -1.940 1.585 -3.876
C -2.028 0.904 -5.166
C -3.495 0.503 -5.435
C -3.988 -0.780 -4.697
C -2.929 -1.751 -4.343
C -2.036 -1.689 -3.339
C -1.808 -0.592 -2.352
C -2.302 0.842 -2.594
C 2.965 -1.113 -0.211
H -2.278 2.614 -3.864
H -1.803 1.520 -6.044
H -3.686 0.330 -6.501
H -4.178 1.322 -5.175
H -4.504 -0.455 -3.777
H -4.697 -1.339 -5.356
H -2.933 -2.644 -4.964
H -1.493 -2.597 -3.088
H -0.744 -0.538 -2.067
H -2.289 -0.947 -1.421
H -3.388 0.814 -2.444
H -1.884 1.469 -1.786
H 2.876 -0.599 0.749
H 3.962 -1.525 -0.318
H 2.221 -1.891 -0.380
C -0.481 2.395 7.347
C -0.172 2.020 5.928
C -0.419 0.731 5.479
C -0.126 0.349 4.179
C 0.492 1.271 3.294
C 0.651 2.605 3.702
C 0.360 2.961 5.026
S 1.282 1.813 0.696
O 0.938 0.760 2.126
O 0.646 0.901 -0.370
O 2.762 1.694 0.562
H -1.558 2.580 7.454
H -0.225 1.576 8.034
H 0.060 3.288 7.663
H -0.845 -0.019 6.172
H -0.319 -0.650 3.806
H 1.033 3.359 3.017
H 0.554 3.977 5.359
*
```

LUMO (alpha / beta) = -0.370 / -0.368 Eh
total energy = -64792.5820 eV
frontier orbital gap (alpha / beta) = 1.63 / 1.58 eV

natural (NBO) atomic charge list, values in e, 6 entries: number 1, P, carries 0.7833; number 2, P, carries 1.0673; number 3, C, carries -0.2412; number 4, C, carries -0.7693; number 5, H, carries 0.2146; number 6, H, carries 0.2634


3.
The molecule C16H17BrF3N3O2S in a non-equilibrium geometry. Source: OMol25; level of theory: wB97M-V/def2-TZVPD.

Structure (ORCA input):
```
! wB97M-V def2-TZVPD RIJCOSX def2/J DEFGRID3
* xyz 0 1
N 1.687 -4.644 -1.076
O 1.697 0.787 -0.351
O -0.993 -1.302 -2.783
F -2.645 -0.337 2.927
F -2.940 1.949 3.165
F -1.875 0.648 4.718
Br 3.584 4.856 4.580
C 2.047 -3.571 -0.934
C 0.787 -0.024 -0.274
C 2.578 2.140 3.897
C 1.177 4.037 3.539
C 1.576 1.191 3.655
C 0.168 3.142 3.020
C 2.437 3.547 3.901
C 0.367 1.742 3.163
N 1.027 -1.389 -0.583
N -0.874 1.363 1.114
S -0.567 0.140 -2.939
C -1.626 0.774 -4.247
C 3.343 -1.528 -1.686
C 3.622 -1.718 -0.214
C 2.231 -2.125 -0.844
C -2.057 0.821 3.376
C -1.139 1.039 -1.357
C -0.691 0.851 2.515
C -0.696 0.437 -0.053
H 3.506 1.655 4.318
H 0.998 5.122 3.805
H 1.721 0.102 3.672
H -0.699 3.390 2.485
H 0.190 -1.868 -0.886
H -0.241 2.205 1.002
H -2.723 0.532 -4.178
H -1.265 0.386 -5.197
H -1.311 1.859 -4.218
H 3.195 -0.513 -2.111
H 3.800 -2.229 -2.365
H 4.272 -2.449 0.026
H 3.790 -0.809 0.381
H -2.181 1.096 -1.218
H -0.835 2.037 -1.481
H -0.329 -0.179 2.417
H -1.359 -0.411 0.075
*
```

LUMO = 0.013 Eh
total energy = -114459.6286 eV
frontier orbital gap = 9.66 eV

natural (NBO) atomic charge list, values in e, 6 entries: number 1, N, carries -0.2915; number 2, O, carries -0.6223; number 3, O, carries -0.9985; number 4, F, carries -0.3352; number 5, F, carries -0.3422; number 6, F, carries -0.3134


4.
The molecule C12H12BrP in a non-equilibrium geometry. Source: OMol25; level of theory: wB97M-V/def2-TZVPD.

Structure (ORCA input):
```
! wB97M-V def2-TZVPD RIJCOSX def2/J DEFGRID3
* xyz 0 1
C -3.956 -2.445 0.809
C -3.136 -1.583 1.516
C -3.494 -2.816 -0.454
C -1.956 -1.150 0.967
C -2.244 -2.410 -1.005
C -1.426 -1.583 -0.306
C 0.298 0.597 -0.504
C 1.399 1.374 -0.215
C 2.726 0.860 -0.149
C 3.101 -0.320 0.388
C 1.135 2.867 -0.029
C 3.796 1.882 -0.557
P 0.257 -1.110 -0.820
Br 4.722 -1.093 0.376
H -4.852 -2.594 1.324
H -3.587 -1.301 2.402
H -3.977 -3.403 -1.223
H -1.313 -0.348 1.558
H -1.970 -2.740 -1.986
H -0.738 0.989 -0.561
H 0.203 2.966 -0.463
H 1.839 3.665 -0.383
H 0.874 3.067 1.142
H 4.707 1.464 -0.562
H 3.947 2.761 0.202
H 3.644 2.402 -1.464
*
```

LUMO (alpha / beta) = -0.034 / -0.039 Eh
total energy = -91964.1250 eV
energy relative to the best compared isomer or geometry (same formula, charge and spin) = 382.1 kJ/mol
frontier orbital gap (alpha / beta) = 6.16 / 7.55 eV

natural (NBO) atomic charge list, values in e, 6 entries: number 1, C, carries -0.2043; number 2, C, carries -0.2130; number 3, C, carries -0.2080; number 4, C, carries -0.1876; number 5, C, carries -0.1943; number 6, C, carries -0.3877


5.
A cluster of 2 separate species, C4H12N2S in total. Source: OMol25; level of theory: wB97M-V/def2-TZVPD.

Structure (ORCA input):
```
! wB97M-V def2-TZVPD RIJCOSX def2/J DEFGRID3
* xyz 1 2
C 0.516 3.268 -2.464
C 0.212 1.591 -0.883
N 0.838 2.627 -1.200
H 0.190 4.282 -2.251
H -0.267 2.746 -3.023
H 1.417 3.309 -3.073
H 0.423 1.130 0.086
H -0.570 1.136 -1.500
C -1.103 -1.593 0.086
C 0.226 -1.640 0.842
S 0.130 -0.900 2.476
N -0.859 -2.123 -1.237
H -1.879 -2.134 0.630
H -1.446 -0.557 0.054
H 0.501 -2.682 1.101
H 1.082 -1.234 0.297
H 1.462 -0.858 2.698
H -1.411 -2.947 -1.432
H -1.034 -1.428 -1.952
*
```

LUMO (alpha / beta) = -0.148 / -0.332 Eh
total energy = -18147.7460 eV
energy relative to the best compared isomer or geometry (same formula, charge and spin) = 275.7 kJ/mol
frontier orbital gap (alpha / beta) = 8.85 / 3.77 eV

natural (NBO) atomic charge list, values in e, 6 entries: number 1, C, carries -0.4477; number 2, C, carries -0.0879; number 3, N, carries -0.3317; number 4, H, carries 0.2258; number 5, H, carries 0.1724; number 6, H, carries 0.2244